Record 1
# C14H44BClN12O7PS

A 7-piece molecular cluster, C14H44BClN12O7PS overall at a distorted geometry (ωB97M-V with the def2-TZVPD basis set, OMol25).

Structure (XYZ):
```
81
Properties=species:S:1:pos:R:3:lowdin_charge:R:1
C 1.7658 0.4135 -0.0350 -0.11
C 1.6681 1.9257 -0.3507 -0.26
C 0.2171 2.4492 -0.5598 -0.22
C -0.6799 1.4774 -1.4149 -0.35
C 0.0316 1.2971 -2.8035 -0.09
B -2.1457 2.1495 -1.6975 -0.79
C -3.1953 1.1977 -2.5453 -0.22
C -2.8932 -0.3279 -2.5626 -0.29
C -2.9743 -1.0075 -1.1685 -0.51
S -3.9967 -2.5663 -1.3259 0.65
P -2.9234 2.9082 -0.0657 0.60
O -3.0851 1.6530 1.1095 -0.43
Cl -4.9232 3.5189 -0.5827 0.03
H 1.5404 -0.1863 -0.9256 0.05
H 1.0503 0.1609 0.7579 0.06
H 2.8026 0.2135 0.2831 0.06
H 2.3080 2.2363 -1.1930 0.09
H 2.0772 2.4581 0.5356 0.07
H 0.2563 3.3881 -1.1352 0.11
H -0.2057 2.6253 0.4393 0.07
H -0.7180 0.5412 -0.8312 0.09
H 0.1455 0.2276 -3.0172 0.06
H 0.9945 1.8178 -2.8760 0.05
H -0.6165 1.7338 -3.5824 0.06
H -1.9419 3.1357 -2.3802 0.07
H -4.2461 1.2913 -2.2023 0.05
H -3.2140 1.5524 -3.5917 0.06
H -1.9401 -0.6072 -3.0233 0.09
H -3.6770 -0.8051 -3.1864 0.07
H -1.9822 -1.3461 -0.8533 0.06
H -3.4684 -0.3962 -0.4128 0.04
H -3.5059 -3.3436 -0.3056 -0.15
H -3.9764 1.3167 1.0101 -0.01
C 1.7783 1.9121 3.4477 -0.68
O 1.4844 2.8497 2.7258 0.02
N 3.0269 1.7465 3.9748 0.16
N 0.8737 0.9458 3.7824 0.15
H 3.2881 0.9792 4.5683 0.05
H 3.7135 2.4381 3.7465 0.10
H -0.0533 1.0370 3.4066 0.11
H 1.0857 0.1645 4.3706 0.08
C -3.4060 2.9188 -6.2693 -0.68
O -2.5916 2.1303 -5.8263 0.03
N -4.4259 2.5340 -7.0954 0.14
N -3.3680 4.2495 -5.9700 0.15
H -5.1091 3.1633 -7.4676 0.08
H -4.4821 1.5614 -7.3281 0.10
H -2.6362 4.5585 -5.3572 0.11
H -4.0275 4.9180 -6.3156 0.08
C 3.4771 0.3571 -4.0459 -0.68
O 2.6641 -0.2926 -3.4174 0.03
N 4.8278 0.1705 -3.9190 0.14
N 3.1019 1.3290 -4.9272 0.16
H 5.5131 0.6961 -4.4248 0.08
H 5.1322 -0.5346 -3.2767 0.09
H 2.1160 1.4904 -5.0360 0.10
H 3.7470 1.8815 -5.4562 0.09
C 5.6918 -0.8121 5.5156 -0.68
O 4.8362 0.0066 5.8348 0.00
N 5.4780 -1.7569 4.5587 0.16
N 6.9233 -0.8421 6.0969 0.16
H 6.1611 -2.4355 4.2837 0.10
H 4.5815 -1.7603 4.1073 0.11
H 7.1131 -0.1579 6.8048 0.11
H 7.6367 -1.5019 5.8557 0.10
C -6.0934 -6.3062 -2.6625 -0.69
O -5.0459 -6.3394 -3.2865 0.02
N -6.9259 -7.3901 -2.5798 0.13
N -6.5244 -5.1969 -1.9978 0.15
H -7.7903 -7.3910 -2.0753 0.08
H -6.6402 -8.2229 -3.0565 0.09
H -5.9452 -4.3741 -2.0293 0.03
H -7.3820 -5.1595 -1.4833 0.09
C 3.5824 -2.0573 9.5466 -0.69
O 3.2952 -2.5834 10.6122 0.01
N 4.2052 -2.7346 8.5395 0.15
N 3.3070 -0.7509 9.2715 0.16
H 4.4478 -2.3196 7.6591 0.07
H 4.4252 -3.6982 8.6998 0.10
H 2.8488 -0.2200 9.9865 0.10
H 3.5358 -0.3029 8.4015 0.08
```

Summary:
HOMO in eV: -3.23
Orbital gap in eV: 4.64
Energy in eV: -80776.3786
Net charge: -1

***

Record 2
# C10H14NO10W

C10H14NO10W as an isolated structure (ωB97M-V with the def2-TZVPD basis set, OMol25).

Structure (XYZ):
```
36
Properties=species:S:1:pos:R:3:lowdin_charge:R:1
W 0.2653 -0.0696 0.3651 2.11
O 0.7105 -2.0581 0.0035 -0.15
C 0.3970 -2.8302 -1.2436 -0.04
C -1.0091 -2.4790 -1.6198 -0.09
N -1.1904 -0.9992 -1.6588 -0.15
C -2.5653 -0.5782 -1.2199 0.05
C -2.0532 -0.1892 0.1416 -0.46
O -1.5544 -1.0890 0.8769 0.01
O -1.4938 0.9709 0.2728 -0.02
C -0.6984 -0.3246 -2.8634 -0.01
C 0.0388 0.9509 -2.5078 -0.32
O 0.1816 1.9553 -3.0563 0.32
O 0.7272 0.7284 -1.1829 -0.20
H 1.5643 -2.3546 0.3747 0.17
H 0.4919 -3.8844 -0.9895 0.17
H 1.1535 -2.5460 -1.9745 0.15
H -1.7020 -2.8869 -0.8876 0.15
H -1.2498 -2.9184 -2.5920 0.17
H -3.2872 -1.3908 -1.2123 0.17
H -2.9319 0.2782 -1.7795 0.17
H -1.4955 -0.0670 -3.5624 0.18
H 0.0155 -0.9632 -3.3905 0.17
O -0.4490 1.3014 4.2978 0.31
C -0.1397 1.1802 3.0716 -0.38
O -0.0503 0.0968 2.4566 0.00
C 0.1233 2.4387 2.2979 0.03
O 0.7889 2.0133 1.0858 -0.22
C 2.2273 2.2261 1.0432 0.02
C 2.9244 0.9151 1.3314 -0.34
O 3.9725 0.6727 1.7522 0.32
O 2.0099 -0.1713 0.9041 -0.21
H -0.6448 0.4659 4.7732 0.21
H 0.7316 3.1448 2.8622 0.18
H -0.8172 2.9238 2.0273 0.18
H 2.5257 2.9810 1.7677 0.17
H 2.4829 2.5564 0.0353 0.17
```

Summary:
HOMO in eV: -21.90
Orbital gap in eV: 8.84
Energy in eV: -34357.8645
Net charge: +3

***

Record 3
# H13NO5

A 6-piece molecular cluster, H13NO5 overall at a distorted geometry (ωB97M-V with the def2-TZVPD basis set, OMol25).

Structure (XYZ):
```
19
Properties=species:S:1:pos:R:3:lowdin_charge:R:1
N 0.8448 -1.7090 -1.9925 0.02
H 1.5010 -1.0045 -2.3188 0.01
H -0.0110 -1.8529 -2.4903 0.00
H 0.6564 -1.5370 -1.0063 -0.02
O 2.3349 1.4671 0.5673 -0.05
H 1.8417 1.4595 -0.2558 -0.01
H 3.1060 0.9004 0.6072 0.04
O -2.6022 0.2909 1.1334 -0.06
H -1.7602 0.2949 0.6724 0.00
H -2.6374 1.1618 1.5273 0.04
O -0.8447 -2.3103 0.6388 -0.04
H -1.0302 -2.7232 -0.1999 0.03
H -1.6339 -2.1967 1.1633 0.04
O -0.1097 0.6261 2.4021 -0.06
H 0.7110 0.7973 1.9029 0.01
H -0.3124 -0.1937 1.9441 0.00
O 0.2875 2.1032 -1.2521 -0.03
H -0.5899 2.0233 -0.8858 0.04
H 0.2487 2.4028 -2.1573 0.05
```

Summary:
SMILES string: N.O.O.O.O.O
HOMO in eV: -9.97
Orbital gap in eV: 10.15
Energy in eV: -11938.5391

***

Record 4
# C25H44Cl3N4O3SiY

C25H44Cl3N4O3SiY as an isolated structure at a distorted geometry (ωB97M-V with the def2-TZVPD basis set, OMol25).

Structure (XYZ):
```
81
Properties=species:S:1:pos:R:3:lowdin_charge:R:1
C -1.9347 -2.3998 -5.3399 -0.03
C -1.2851 -2.5404 -3.9886 -0.41
H -2.3055 -3.3811 -5.6612 0.08
H -1.1989 -2.0706 -6.0935 0.09
H -2.7889 -1.7223 -5.3279 0.07
C -0.3486 -3.5536 -3.8339 -0.20
C -0.0904 -4.6117 -4.8176 -0.19
H 0.2601 -3.5772 -2.9377 0.04
H 0.5114 -4.2550 -5.6655 0.05
H -0.9838 -5.1080 -5.2245 0.05
H 0.4649 -5.4184 -4.3266 0.06
Y 0.7437 1.5196 0.6527 0.77
Cl -1.8454 1.9882 0.6716 0.00
Cl 2.0314 3.4753 -0.3824 -0.13
H 1.5297 5.9779 3.6357 0.10
H -1.2979 6.5361 3.0927 0.10
C 1.4450 5.6194 2.5998 -0.03
C -0.9921 6.0879 2.1364 -0.02
N 0.0927 5.1360 2.3447 -0.17
H 2.1705 4.8215 2.4067 0.07
C -0.1645 3.8374 2.4161 -0.38
O 0.7277 2.9475 2.5025 -0.21
H -1.8380 5.5546 1.6838 0.10
H -1.2374 3.5762 2.3595 0.06
H 1.6373 6.4627 1.9338 0.09
H -0.6488 6.8779 1.4663 0.09
H 2.1256 -0.6383 -3.3040 0.09
H 2.4496 -3.3304 -2.6337 0.09
C 3.0429 -0.5834 -2.7023 -0.02
C 3.2324 -2.9435 -1.9579 -0.03
N 2.9660 -1.5490 -1.6038 -0.15
H 3.1654 0.4265 -2.3097 0.08
C 2.6794 -1.1858 -0.3444 -0.30
O 2.5575 0.0121 0.0270 -0.21
H 3.2543 -3.5636 -1.0518 0.09
H 2.5325 -2.0352 0.3474 0.13
H 3.8847 -0.8533 -3.3471 0.10
H 4.1985 -3.0318 -2.4792 0.10
O -0.8973 -1.1719 -3.3421 -0.31
C -1.9277 -1.9117 -2.7308 -0.24
C -0.3244 -2.5946 -0.9226 -0.12
C -1.6501 -2.4948 -1.3886 -0.18
H 0.4494 -2.0717 -1.4871 0.04
C 0.0102 -3.4162 0.1529 -0.09
H -2.9178 -1.4504 -2.8562 0.14
C -2.6743 -3.0878 -0.6205 -0.03
H 1.0553 -3.5513 0.4536 0.08
C -1.0045 -4.1047 0.8285 -0.12
C -2.3483 -3.9131 0.4615 -0.11
H -3.7120 -2.9383 -0.9384 0.11
H -0.7552 -4.7800 1.6528 0.10
H -3.1532 -4.4223 1.0082 0.10
Si -0.6651 1.4138 -3.5216 0.54
Cl -0.0433 0.3606 -1.3593 0.38
C 1.0061 2.1111 -3.9676 -0.21
C -1.6890 2.8339 -2.8107 -0.21
C -1.4425 0.6216 -4.9689 -0.20
H 1.7008 2.2146 -3.1276 -0.01
H 0.8322 3.1215 -4.3681 0.04
H 1.4731 1.5229 -4.7670 0.04
H -0.7025 -0.0025 -5.4834 0.05
H -1.7631 1.3991 -5.6709 0.05
H -2.3299 0.0458 -4.7034 0.03
H -1.4769 3.0661 -1.7534 -0.04
H -2.7666 2.6230 -2.8932 0.04
H -1.4881 3.7462 -3.3996 0.04
C 2.7615 -1.9446 4.5708 -0.02
C 1.6123 -1.5366 3.7522 -0.30
C 0.2450 -1.8151 3.8320 0.03
C -0.3836 -1.0332 2.8361 -0.31
N 0.5630 -0.3328 2.1685 -0.03
N 1.7592 -0.6644 2.7452 0.03
C -1.8196 -0.9839 2.5012 -0.03
H 2.7601 -1.4090 5.5292 0.09
H 2.7106 -3.0158 4.7854 0.09
H 3.7092 -1.7293 4.0636 0.08
H -0.2480 -2.4955 4.5045 0.11
H 2.6417 -0.3448 2.3394 0.15
H -2.4107 -0.7859 3.4102 0.09
H -2.0356 -0.1794 1.7752 -0.01
H -2.1362 -1.9473 2.0719 0.07
```

Summary:
HOMO in eV: -4.18
Orbital gap in eV: 4.30
Energy in eV: -85233.5761